Entry 1:
53
Properties=species:S:1:pos:R:3:forces:R:3:mulliken_charge:R:1 method="wB97M-V/def2-TZVPD" e_lumo_ev="-0.828 / -0.825" relative_energy_ev=2.610 molar_mass_g_mol=437.1 gap_ha="0.1835 / 0.1897"
Sn 3.032791 0.932165 1.879448 -0.5 -0.8 1.6 0.913
P 0.514803 1.910185 -0.510809 -0.4 -0.2 -2.3 1.232
P 0.294048 -1.345237 -1.223309 -1.3 -0.1 -2.4 1.707
O 2.656828 2.323572 3.545802 -1.3 -0.1 0.0 -0.625
O 0.576618 1.555824 3.098325 2.0 0.8 0.7 -0.423
C -1.580209 0.965878 -0.233807 0.2 -1.3 1.5 -0.556
C -3.226145 -1.824794 0.278363 -2.2 1.4 -0.7 -0.623
C 1.669067 3.133884 0.231744 0.6 0.8 0.1 -1.481
C -1.996985 0.021913 -1.185163 -0.2 1.2 -1.1 -0.954
C 0.684586 -0.100158 -2.550394 0.5 -0.6 0.2 -1.449
C -0.731012 -2.152163 0.464986 -2.0 -0.1 2.7 -0.666
C 3.081820 -0.562782 3.522219 0.0 0.2 -0.6 -1.404
C -1.355553 0.344019 1.174020 -1.2 1.1 0.0 -1.190
C 1.445170 1.049001 -1.906358 0.2 0.5 0.1 -1.009
C 1.392798 2.191936 3.815206 -0.4 -0.7 -0.7 -0.006
C -0.491448 -0.902294 1.347799 0.1 -0.5 0.9 -0.395
C -0.286973 3.179046 -1.647948 -0.1 0.2 0.2 -1.866
C -2.034697 -2.605600 0.241466 3.5 -1.0 0.4 -0.838
C -0.716176 -2.405293 -2.364902 0.3 -0.1 -0.2 -1.884
C 1.772207 -2.396244 -1.275082 0.7 -0.2 -0.4 -1.356
C -3.282579 -0.660757 -0.826989 -0.3 -1.8 1.1 -1.087
H 0.462201 3.562256 -2.357334 -0.2 0.0 0.3 0.480
H 0.991531 2.637455 4.751554 0.5 0.0 -0.3 0.410
H 1.480798 3.097715 1.314507 0.1 0.4 -0.3 0.428
H 3.390671 -1.544611 3.146231 -0.3 0.0 0.2 0.374
H -2.087663 1.925484 -0.211475 0.7 0.5 -0.1 1.021
H -3.759213 -1.116280 -1.724037 0.4 0.4 0.5 0.383
H -0.958524 1.116554 1.845890 -0.1 -0.4 -0.4 0.615
H 2.744462 2.929078 0.064713 -0.7 0.2 -0.1 0.287
H -0.914016 -3.394632 -1.936614 0.1 0.3 -0.1 0.462
H -2.347504 0.145332 1.584412 -0.1 -0.1 0.1 0.472
H -1.660334 -1.913753 -2.617724 0.1 -0.2 0.1 0.202
H -3.968597 0.097163 -0.403274 0.0 -0.3 -0.4 0.244
H -0.005555 -2.966206 0.679237 -0.3 0.6 -0.5 0.954
H 2.372804 0.666358 -1.449402 -0.1 0.1 -0.3 0.148
H -0.235920 0.181177 -3.083490 0.4 0.0 0.3 0.449
H -0.624526 4.018993 -1.025013 -0.1 -0.2 -0.2 0.418
H 3.887977 -0.179788 4.152785 0.0 0.0 0.1 0.402
H -1.974275 0.269696 -2.264970 -0.3 0.4 0.6 0.562
H -1.152990 2.827992 -2.225361 0.3 -0.2 0.3 0.380
H -0.122977 -2.528585 -3.273848 -0.2 -0.1 -0.2 0.681
H 1.710362 -2.983219 -2.198657 0.4 -0.1 0.2 0.399
H -0.625098 -1.217036 2.398407 -0.2 0.1 -0.2 0.560
H 1.818117 -3.078402 -0.420089 0.1 0.2 -0.1 0.338
H 2.156359 -0.590173 4.119226 0.3 -0.1 -0.4 0.337
H -2.124545 -3.651305 -0.014843 0.0 -0.1 -0.2 0.410
H 1.310291 -0.667243 -3.256361 0.1 0.5 -0.1 0.495
H -3.429795 -1.444477 1.290236 0.1 0.2 -0.3 0.315
H 0.565276 -0.573297 1.334333 -0.2 -0.4 -0.4 -0.340
H -4.094230 -2.449771 0.040530 0.1 -0.1 0.2 0.438
H 1.682142 1.791056 -2.678250 0.3 0.0 0.2 0.808
H 2.664811 -1.765214 -1.306826 0.1 -0.2 0.1 0.334
H 1.429008 4.145575 -0.149116 0.2 -0.5 0.3 0.495

Entry 2:
57
Properties=species:S:1:pos:R:3:forces:R:3:mulliken_charge:R:1 method="wB97M-V/def2-TZVPD" e_lumo_ev=2.796 molar_mass_g_mol=358.4 gap_ha=0.2859 total_charge=-1
Al -1.644735 -1.395339 0.059866 0.8 -0.8 0.1 0.419
O -5.157735 -0.704139 0.824273 0.8 -0.2 0.0 -0.366
O -0.347055 -2.431163 -0.763556 -0.2 0.5 1.1 -0.825
O -5.703807 0.799237 -0.719497 -0.8 0.3 -2.7 -0.582
O -0.467406 -0.972747 1.344300 -0.1 0.5 -0.6 -0.593
N 1.655192 -1.668375 1.743350 0.9 0.6 -0.4 -0.251
N 2.786576 2.627560 -3.798860 0.6 -0.3 0.5 -0.769
N 1.116347 0.569570 0.781886 0.8 -1.1 0.5 -0.447
C -4.543656 -1.632791 -0.106974 -0.1 -1.1 0.2 -0.538
C 0.871151 -0.875726 0.808329 -3.9 -0.7 0.0 0.189
C 0.782363 -1.598699 -0.624319 0.2 0.1 -0.7 0.374
C 3.534108 0.137253 0.372146 0.1 0.0 0.1 -1.439
C 1.577831 -2.187792 4.142891 0.1 0.6 0.2 -1.400
C -3.362048 -2.326822 0.572318 0.3 0.4 -0.4 -0.934
C 2.317951 0.942761 0.729262 0.3 0.7 0.0 1.221
C 2.585728 2.407863 1.022755 0.2 -0.3 -1.2 -1.493
C -5.080405 3.007287 0.782147 0.2 0.0 0.4 -1.121
C -5.310138 0.530617 0.354898 0.4 0.5 2.2 0.583
C 2.914609 1.367646 -3.001058 -0.5 0.3 -0.5 0.305
C -4.963997 1.603191 1.364553 -0.3 0.2 -0.1 -0.220
C 0.785301 -0.662352 -1.880460 1.0 -0.6 0.2 -1.712
C 1.717436 -1.090802 3.087620 1.0 -0.4 0.1 -0.063
C 1.944221 -1.005127 -2.835106 0.3 1.1 -0.1 -0.666
C 2.284747 0.198606 -3.737943 -0.1 -0.6 0.0 -0.986
H -3.966181 1.414625 1.745885 0.2 -0.2 0.1 0.250
H 4.201666 0.112587 1.232257 0.2 -0.1 0.1 0.388
H -3.514670 -2.430886 1.645065 -0.2 0.0 0.1 0.373
H -6.086830 3.395604 0.913261 -0.1 0.1 -0.2 0.292
H 2.412731 3.334454 -3.176902 -0.1 0.1 -0.2 0.267
H 1.681875 -2.226941 -0.644901 0.1 -0.1 -0.2 0.655
H 0.766350 0.399702 -1.650762 0.1 0.0 0.2 0.507
H -4.405080 3.665151 1.323857 0.0 0.2 0.0 0.347
H 3.731484 2.933244 -4.007394 -0.2 0.2 -0.2 0.259
H 1.033184 -0.262140 3.247276 -0.4 -0.1 -0.1 0.323
H 2.858456 -1.278218 -2.302786 0.0 -0.1 0.2 0.367
H 3.959742 1.128949 -2.807074 0.2 0.1 0.1 0.342
H 2.554766 2.612425 2.085051 0.0 0.1 0.2 0.358
H 2.982665 -0.113073 -4.519732 0.0 0.0 -0.2 0.323
H -5.659682 1.517545 2.197832 0.1 -0.2 0.2 0.260
H 3.328789 -0.866714 0.033194 -0.2 -0.2 0.2 0.198
H 1.693127 -1.851938 -3.465413 -0.1 -0.2 0.0 0.405
H 1.840728 2.979509 0.479462 -0.3 0.2 0.3 0.355
H 2.434603 1.538987 -2.041443 -0.1 -0.2 0.1 -0.222
H -1.950724 -0.252957 -1.026525 -0.3 0.3 0.1 -0.341
H 2.229238 -1.964013 4.985705 -0.1 0.1 0.2 0.413
H -3.315482 -3.332831 0.147113 0.1 -0.2 0.1 0.375
H -4.818327 3.031081 -0.268032 0.0 0.0 -0.1 0.322
H 2.729315 -0.685866 3.215619 0.0 0.2 -0.1 0.187
H 4.062301 0.653957 -0.425498 0.1 0.2 -0.1 0.444
H -5.306476 -2.347004 -0.416672 -0.3 0.0 0.1 0.337
H 1.160214 -2.548001 1.795352 -0.1 0.0 -0.1 0.314
H -0.123340 -0.876828 -2.418894 -0.4 0.0 0.0 0.575
H 1.372578 0.521266 -4.238605 -0.1 0.2 0.0 0.303
H 0.559396 -2.251934 4.513696 -0.1 -0.3 -0.1 0.289
H -4.208338 -1.133835 -1.009703 -0.2 0.5 0.0 0.333
H 3.541261 2.683892 0.578927 0.3 0.2 0.3 0.362
H 1.928084 -3.139518 3.757963 -0.1 -0.2 -0.2 0.354

Entry 3:
62
Properties=species:S:1:pos:R:3:forces:R:3:mulliken_charge:R:1 method="wB97M-V/def2-TZVPD" e_lumo_ev=0.238 molar_mass_g_mol=430.0 smiles="CCCCCB1OBOB([Si](C)(C)C)O1.C[C@@H]1COC(=O)O1.C[C@@H]1COC(=O)O1" gap_ha=0.3751
Si -4.594679 -3.387373 -2.191658 0.0 0.2 0.0 0.406
O 2.088349 4.788766 -0.156008 0.0 0.0 0.1 -0.331
O 4.744687 3.890384 6.024314 0.0 -0.1 0.0 -0.332
O -2.250449 -1.485933 -2.060823 0.3 -0.8 -0.1 -0.184
O -3.722853 -1.277336 -0.235459 0.2 -0.7 0.4 -0.486
O -1.429971 -0.690563 0.009046 0.2 -0.7 0.2 -0.563
O 3.459002 3.159984 7.724922 0.0 0.0 0.0 -0.527
O 0.009038 4.310633 0.457724 0.0 0.0 0.0 -0.367
O 2.778822 4.853276 6.401541 0.0 0.0 0.0 -0.362
O 1.136909 5.937697 1.532445 0.0 0.0 0.0 -0.538
C -6.059121 -3.614687 -1.045060 0.0 0.0 0.1 -1.113
C -0.451084 2.250144 -0.730241 0.0 0.0 0.0 -1.420
C 4.487080 4.730084 4.895386 -0.1 0.0 0.0 -0.426
C 2.440874 -4.537804 -2.014547 0.0 0.0 0.0 -0.576
C 1.741949 3.574808 -0.831199 0.0 -0.1 0.0 -0.494
C 1.866206 -3.300600 -2.714938 0.0 -0.1 0.0 -0.921
C 3.442200 5.691839 5.431254 0.1 0.0 0.0 0.505
C 0.224872 3.592238 -0.775293 0.0 0.1 0.0 0.489
C -5.143294 -3.063905 -3.965237 0.1 0.0 -0.1 -1.162
C -3.564661 -4.957365 -2.170158 0.1 0.0 0.0 -1.111
C 0.297934 -1.504988 -1.733328 0.0 0.0 -0.1 -0.655
C 1.079378 5.096573 0.695094 0.0 0.0 0.0 0.611
C 3.638288 3.895687 6.810909 0.0 0.0 0.0 0.621
C 0.433117 -2.940955 -2.272291 0.1 0.1 0.1 -0.293
C 2.463973 6.224513 4.422990 -0.1 0.0 0.1 -1.366
C 3.091848 -4.223852 -0.660640 0.0 0.0 0.1 -1.059
B -3.435152 -1.877098 -1.458126 -0.3 0.5 -0.1 0.313
B -1.158441 -1.201772 -1.258502 -0.3 0.6 0.1 0.496
B -2.666921 -0.921074 0.574900 -0.1 0.5 -0.2 0.666
H -0.312424 1.738133 -1.684523 0.0 0.0 0.0 0.371
H 2.972790 6.875970 3.712362 0.0 0.0 0.0 0.378
H 0.995355 -1.347001 -0.905761 0.0 0.0 -0.1 0.166
H -0.174121 4.215381 -1.581130 0.0 0.0 0.0 0.326
H 3.927975 6.499128 5.987946 0.0 0.0 0.0 0.278
H 2.147224 2.730673 -0.266685 0.0 0.0 0.0 0.304
H 0.575800 -0.807197 -2.533266 0.0 0.0 0.0 0.296
H -2.803829 -0.839834 1.751604 -0.1 0.2 0.0 -0.150
H -5.736830 -3.484577 -0.008271 0.0 0.0 0.0 0.289
H 4.077967 4.118473 4.086475 0.0 0.0 0.0 0.255
H 4.177875 -4.158237 -0.741997 0.0 0.0 0.0 0.312
H -0.038823 1.630638 0.065414 0.0 0.0 0.0 0.334
H 2.748726 -3.265110 -0.264038 -0.1 0.0 0.0 0.239
H 2.520311 -2.445623 -2.518846 0.1 0.0 -0.1 0.419
H -0.260231 -3.066584 -3.106168 0.0 -0.1 0.1 0.248
H -4.980979 -3.957507 -4.573601 -0.1 0.0 0.0 0.340
H -6.201694 -2.805869 -4.021967 0.0 0.0 0.0 0.334
H 1.886601 -3.460532 -3.795247 0.0 0.0 0.0 0.410
H 1.995364 5.414896 3.867112 0.0 0.0 0.0 0.263
H -4.188690 -5.785728 -2.518675 0.0 0.0 0.0 0.382
H -6.848102 -2.883031 -1.227113 0.0 0.0 0.0 0.331
H 2.159614 3.589906 -1.833752 0.0 0.0 0.0 0.322
H 1.680374 6.798915 4.914709 0.0 0.0 0.0 0.389
H 0.114768 -3.644053 -1.495057 0.0 0.0 0.0 0.334
H -1.519626 2.364411 -0.554748 0.0 0.0 0.0 0.356
H -6.487004 -4.615449 -1.135612 0.0 0.0 0.0 0.350
H 5.413575 5.199344 4.576836 0.0 0.0 0.0 0.323
H -4.575066 -2.254633 -4.429158 0.0 0.0 0.0 0.331
H 3.168640 -5.014979 -2.674808 0.0 0.0 0.1 0.405
H -2.705570 -4.887240 -2.841792 0.0 0.0 0.0 0.296
H -3.191455 -5.212821 -1.176220 0.0 0.0 0.0 0.325
H 2.871963 -4.979417 0.094229 0.0 0.0 0.0 0.304
H 1.641622 -5.271767 -1.875272 0.0 0.0 -0.1 0.319

Entry 4:
53
Properties=species:S:1:pos:R:3:forces:R:3:mulliken_charge:R:1 method="wB97M-V/def2-TZVPD" e_lumo_ev=-0.425 relative_energy_ev=0.000 molar_mass_g_mol=460.2 gap_ha=0.2229
Ba 1.367927 0.370960 5.050653 -0.2 0.0 0.1 1.427
Cl -0.068956 0.662157 7.487594 -0.3 -0.2 1.1 -0.235
P 0.280016 1.698636 -2.049485 0.1 -0.9 -0.6 1.653
P 0.073926 -1.656652 -2.268262 -0.7 0.7 -0.1 1.798
C -1.952693 -0.786280 0.937837 -0.4 0.6 -0.2 -0.948
C 0.454480 1.730352 0.816175 -0.6 0.2 1.6 -0.675
C -0.987228 -3.094958 -2.534465 0.2 -0.3 -0.8 -1.478
C 0.351429 -1.885407 5.886962 0.1 -0.6 -0.6 -1.667
C 0.472457 0.789519 -3.670541 0.0 0.7 0.1 -1.273
C 1.739961 -2.274610 -2.683202 -0.1 -0.3 -0.3 -1.653
C 1.523654 0.673001 0.887057 0.6 -0.4 -1.1 -0.323
C 0.427756 -1.730961 0.696420 0.1 0.3 1.0 -0.206
C -0.878109 1.542745 0.733209 0.2 0.2 0.9 -0.322
C -0.850802 -1.775212 1.105796 0.7 -0.6 0.4 -0.685
C 1.295710 3.175690 -2.326717 -0.1 0.3 -0.5 -1.386
C -1.411355 2.363077 -2.296310 0.1 0.3 -0.2 -1.485
C -1.622352 0.442739 0.067653 -0.6 -0.8 0.0 0.510
C 1.162761 -0.585424 0.056887 0.3 0.9 -0.4 -0.133
C -0.165128 2.104728 6.457514 0.0 1.0 -1.0 -0.899
C -0.233835 -0.565188 -3.734979 0.0 -0.8 -0.2 -1.366
H 0.794114 2.756168 1.030415 -0.2 -0.5 0.6 0.564
H 0.028399 2.979381 7.090207 -0.2 -0.2 -0.2 0.169
H -1.526253 2.244138 1.271467 0.2 0.5 -0.9 0.384
H -1.144116 -2.652205 1.694689 0.1 0.1 -0.3 0.453
H 2.478868 -1.460503 -2.679526 -0.2 -0.2 0.0 0.391
H -1.656487 3.037788 -1.466416 -0.1 -0.1 -0.2 0.344
H -0.730865 -1.879696 6.098018 0.2 0.1 -0.1 0.336
H -0.688535 -3.568372 -3.480178 -0.4 -0.3 0.1 0.433
H 2.339676 2.870813 -2.476416 -0.2 0.2 0.0 0.385
H -1.325408 -0.452978 -3.815362 0.3 0.1 -0.1 0.363
H 1.227797 3.825158 -1.445171 0.1 -0.1 -0.2 0.342
H -0.853299 -3.789218 -1.694215 -0.1 0.2 -0.3 0.364
H 2.088727 -0.951978 -0.426527 -0.4 0.0 0.4 0.469
H -1.110305 0.091607 -0.838511 -0.2 0.1 0.4 -0.931
H -2.838556 -1.291412 0.500280 0.4 0.1 0.2 0.457
H 0.475188 -2.511677 4.979432 -0.1 -0.3 0.1 0.359
H 2.438109 1.120756 0.454053 -0.2 -0.3 0.2 0.412
H 1.074656 -2.583692 0.954614 -0.5 0.2 -0.1 0.348
H 0.913406 3.696174 -3.215059 0.4 0.2 0.2 0.408
H -2.159811 1.560035 -2.334022 0.3 0.3 -0.1 0.344
H -2.276144 -0.411099 1.926370 0.0 -0.3 -0.2 0.403
H 0.068766 1.474302 -4.426997 0.2 -0.3 -0.3 0.557
H -2.035805 -2.768998 -2.576307 0.3 -0.2 0.0 0.366
H 1.556264 0.685593 -3.829621 -0.3 0.0 -0.1 0.410
H 1.817551 0.367871 1.917553 -0.4 0.5 -0.3 -0.241
H -1.176076 2.157541 6.008403 0.3 0.0 0.6 0.189
H -2.576272 0.855482 -0.302532 0.2 -0.1 0.4 0.577
H 1.678367 -2.725015 -3.683849 0.4 0.0 0.1 0.490
H 2.039904 -3.037080 -1.951662 0.0 0.2 -0.2 0.362
H -1.408368 2.918392 -3.242399 -0.3 0.0 0.2 0.504
H 0.572513 -0.155611 -0.787249 1.0 -0.6 1.3 -1.615
H 0.811133 -2.447936 6.716739 0.0 0.1 -0.1 0.322
H 0.123227 -1.152638 -4.590001 -0.3 0.3 -0.3 0.627